Entry 1:
{"formula": "C19H25N3O2", "method": "ωB97M-V with the def2-TZVPD basis set", "charge": 0, "energy_ha": -1053.81118, "orbital_gap_ev": 8.5, "smiles": "CCn1c(NCCO)nc2c(c1=O)[C@@](C)(CC)Cc1ccccc1-2", "largest_force_ev_per_a": 0.91, "de_lowest_kj_mol": 10.4, "e_homo_ev": -8.0443, "elements": ["C", "C", "N", "C", "N", "C", "C", "O", "N", "C", "C", "C", "O", "C", "C", "C", "C", "C", "C", "C", "C", "C", "C", "C", "H", "H", "H", "H", "H", "H", "H", "H", "H", "H", "H", "H", "H", "H", "H", "H", "H", "H", "H", "H", "H", "H", "H", "H", "H"], "positions_angstrom": [[2.6561, -1.8408, 3.0600], [1.6266, -2.4641, 2.1211], [0.9499, -1.4651, 1.3102], [-0.0569, -0.6851, 1.7924], [-0.5361, -0.9283, 3.0404], [-1.5356, -0.0860, 3.6595], [-2.6390, -0.9521, 4.2723], [-3.4014, -1.6139, 3.2984], [-0.6041, 0.2675, 1.1000], [-0.2139, 0.4544, -0.1837], [0.7190, -0.3385, -0.8067], [1.4489, -1.2822, -0.0047], [2.4436, -1.9123, -0.3284], [1.0998, -0.1118, -2.2619], [2.3347, 0.7985, -2.2759], [1.3992, -1.4618, -2.9465], [1.6323, -1.3952, -4.4521], [-0.0683, 0.5665, -2.9967], [-0.6626, 1.7147, -2.2458], [-1.1411, 2.8452, -2.8881], [-1.7465, 3.8617, -2.1683], [-1.8836, 3.7528, -0.7937], [-1.4063, 2.6330, -0.1407], [-0.7931, 1.6116, -0.8600], [3.1310, -2.6184, 3.6525], [3.4199, -1.3376, 2.4729], [2.2066, -1.1120, 3.7325], [2.1460, -3.1152, 1.4122], [0.8863, -3.0598, 2.6635], [-0.0008, -1.5131, 3.6599], [-1.0871, 0.5440, 4.4365], [-1.9479, 0.5471, 2.8727], [-3.3354, -0.3271, 4.8350], [-2.1879, -1.6817, 4.9651], [-2.8014, -1.9573, 2.6256], [2.1109, 1.7382, -1.7732], [3.1571, 0.3104, -1.7588], [2.6435, 1.0204, -3.2941], [0.5602, -2.1364, -2.7514], [2.2818, -1.8944, -2.4784], [1.9235, -2.3802, -4.8111], [2.4322, -0.7017, -4.6974], [0.7347, -1.0977, -4.9889], [0.2678, 0.9066, -3.9765], [-0.8591, -0.1768, -3.1519], [-1.0409, 2.9308, -3.9611], [-2.1128, 4.7392, -2.6810], [-2.3592, 4.5442, -0.2332], [-1.4915, 2.5334, 0.9299]], "forces_ev_per_angstrom": [[-0.14, -0.09, -0.16], [0.28, -0.23, 0.16], [-0.15, 0.05, 0.02], [0.01, 0.18, -0.43], [0.15, -0.43, 0.29], [-0.47, 0.03, 0.28], [0.34, 0.22, 0.11], [-0.14, -0.16, -0.34], [-0.17, 0.16, 0.28], [0.52, -0.74, 0.08], [-0.35, 0.25, -0.19], [-0.11, 0.09, 0.13], [0.18, -0.02, -0.02], [0.14, -0.05, -0.01], [-0.12, -0.09, -0.05], [0.16, 0.04, -0.14], [-0.13, 0.00, 0.20], [0.12, -0.11, 0.16], [-0.03, 0.02, 0.10], [-0.01, 0.04, 0.01], [-0.02, 0.03, -0.04], [-0.04, 0.08, 0.03], [0.03, -0.10, -0.01], [-0.11, 0.36, -0.34], [0.06, -0.04, 0.09], [0.07, 0.05, -0.03], [0.00, 0.06, 0.09], [-0.22, 0.07, 0.20], [0.02, 0.05, -0.08], [0.02, 0.02, -0.12], [-0.02, 0.01, -0.08], [0.01, -0.02, 0.21], [0.12, -0.01, 0.03], [-0.06, 0.13, 0.02], [-0.01, -0.03, 0.04], [0.02, 0.11, 0.02], [0.11, -0.02, 0.06], [0.09, 0.06, -0.14], [0.00, -0.04, 0.07], [-0.16, -0.01, -0.02], [0.03, -0.04, -0.09], [0.10, 0.08, -0.11], [-0.05, 0.04, -0.14], [-0.03, -0.05, -0.05], [0.01, -0.05, -0.08], [0.02, -0.01, -0.10], [-0.03, 0.07, -0.04], [-0.02, 0.06, 0.05], [-0.02, 0.00, 0.08]]}

---

Entry 2:
{"formula": "C48H120F8N10O22S8", "method": "ωB97M-V with the def2-TZVPD basis set", "charge": 2, "energy_ha": -8087.34041, "orbital_gap_ev": 9.3, "largest_force_ev_per_a": 4.43, "e_homo_ev": -12.4878, "elements": ["C", "C", "N", "C", "C", "C", "C", "C", "O", "C", "H", "H", "H", "H", "H", "H", "H", "H", "H", "H", "H", "H", "H", "H", "H", "H", "H", "H", "H", "H", "C", "C", "N", "C", "C", "C", "C", "C", "O", "C", "H", "H", "H", "H", "H", "H", "H", "H", "H", "H", "H", "H", "H", "H", "H", "H", "H", "H", "H", "H", "C", "C", "N", "C", "C", "C", "C", "C", "O", "C", "H", "H", "H", "H", "H", "H", "H", "H", "H", "H", "H", "H", "H", "H", "H", "H", "H", "H", "H", "H", "C", "C", "N", "C", "C", "C", "C", "C", "O", "C", "H", "H", "H", "H", "H", "H", "H", "H", "H", "H", "H", "H", "H", "H", "H", "H", "H", "H", "H", "H", "C", "C", "N", "C", "C", "C", "C", "C", "O", "C", "H", "H", "H", "H", "H", "H", "H", "H", "H", "H", "H", "H", "H", "H", "H", "H", "H", "H", "H", "H", "C", "C", "N", "C", "C", "C", "C", "C", "O", "C", "H", "H", "H", "H", "H", "H", "H", "H", "H", "H", "H", "H", "H", "H", "H", "H", "H", "H", "H", "H", "N", "S", "O", "O", "F", "S", "O", "O", "F", "N", "S", "O", "O", "F", "S", "O", "O", "F", "N", "S", "O", "O", "F", "S", "O", "O", "F", "N", "S", "O", "O", "F", "S", "O", "O", "F"], "positions_angstrom": [[0.7561, 6.7238, -3.2979], [0.0508, 6.0300, -2.1995], [-1.2759, 5.4945, -2.4972], [-2.1118, 6.5798, -2.9735], [-1.1777, 4.3217, -3.4134], [-2.4200, 3.6061, -3.8245], [-1.9606, 5.0478, -1.1842], [-1.5875, 5.8097, 0.0445], [-1.7069, 7.1756, -0.2024], [-1.1904, 7.8839, 0.9690], [0.1148, 7.4145, -3.7937], [1.0061, 6.0162, -4.1015], [1.6638, 7.1855, -2.9174], [-0.0262, 6.7139, -1.3528], [0.6039, 5.2035, -1.8313], [-1.5962, 6.8945, -3.9085], [-2.0017, 7.4364, -2.3054], [-3.1476, 6.3405, -3.2008], [-0.5570, 3.6046, -2.9642], [-0.7056, 4.6783, -4.3135], [-3.1727, 4.2948, -4.2617], [-2.9568, 3.1254, -3.0175], [-1.9606, 2.8936, -4.5429], [-1.7279, 3.9855, -0.9586], [-3.0059, 5.0391, -1.4329], [-0.5928, 5.5203, 0.3956], [-2.3004, 5.4352, 0.8339], [-0.4293, 7.3889, 1.5665], [-1.9862, 8.2067, 1.6643], [-0.8308, 8.8310, 0.6191], [2.4518, -1.0642, 3.0172], [3.8072, -1.7949, 3.0520], [4.3088, -2.0783, 1.6491], [3.1965, -2.5063, 0.7479], [4.9327, -0.7730, 1.1163], [5.2096, -0.7674, -0.3796], [5.4276, -3.1270, 1.7294], [5.1360, -4.6747, 1.8669], [4.4518, -5.0756, 2.9784], [5.3201, -5.6936, 3.9135], [2.0647, -1.0817, 4.0237], [1.7430, -1.6303, 2.4553], [2.4108, -0.0830, 2.5488], [3.7004, -2.8148, 3.4564], [4.6506, -1.3482, 3.5895], [2.5885, -3.2715, 1.2963], [3.6560, -3.0677, -0.1302], [2.5957, -1.6856, 0.2311], [5.8753, -0.6449, 1.6967], [4.3057, 0.0453, 1.3359], [4.3792, -0.4038, -0.9398], [5.6223, -1.7211, -0.7823], [5.9191, 0.0778, -0.6445], [6.1675, -2.8495, 2.5115], [5.9994, -3.0400, 0.7865], [6.1555, -5.0931, 1.8014], [4.5795, -4.9662, 1.0035], [6.1920, -5.0372, 4.2596], [5.6878, -6.5759, 3.4291], [4.7927, -6.0268, 4.7844], [5.5958, 5.4250, 7.3829], [5.2216, 4.5507, 6.1658], [5.1891, 5.1279, 4.8067], [4.7104, 3.9916, 3.9289], [4.1503, 6.2424, 4.7192], [2.7466, 5.7839, 4.8050], [6.5265, 5.7013, 4.4646], [6.9399, 5.4970, 3.0475], [5.9674, 6.2211, 2.3571], [5.7716, 5.6595, 1.0293], [4.6786, 5.9738, 7.6342], [6.4303, 6.0598, 7.2174], [5.7928, 4.7262, 8.1840], [4.2922, 4.0105, 6.3283], [6.0478, 3.8981, 5.9820], [4.4894, 4.3325, 2.9166], [3.8800, 3.5769, 4.5014], [5.4595, 3.2049, 3.8339], [4.3071, 6.6899, 3.8040], [4.3695, 6.9047, 5.5137], [2.5033, 5.1297, 4.0246], [2.1569, 6.6094, 4.6449], [2.4962, 5.2648, 5.7591], [7.2513, 5.2155, 5.0893], [6.3985, 6.7971, 4.6015], [7.0869, 4.4370, 2.7928], [7.9602, 5.9198, 3.0959], [6.6931, 5.4534, 0.5590], [5.2433, 6.4233, 0.5079], [5.1130, 4.8283, 1.0637], [-9.4740, -2.4704, -7.6293], [-8.6599, -2.0831, -6.4503], [-8.9843, -0.9315, -5.5800], [-8.9096, 0.2780, -6.4043], [-10.4375, -1.0928, -5.1897], [-10.9589, -0.1216, -4.1360], [-8.0581, -0.9350, -4.3897], [-6.5494, -0.9616, -4.6435], [-6.1521, 0.2064, -5.3721], [-4.7851, 0.2060, -5.7194], [-10.5060, -2.7818, -7.4094], [-8.9481, -3.3502, -8.0836], [-9.4650, -1.7897, -8.4794], [-7.5959, -1.9395, -6.7841], [-8.6517, -3.0187, -5.7453], [-8.8882, 1.0855, -5.6705], [-9.6805, 0.3099, -7.1421], [-7.9238, 0.2170, -6.9323], [-10.4484, -2.1147, -4.7478], [-10.9231, -1.0505, -6.1693], [-11.0932, 0.9354, -4.4808], [-10.4595, -0.0277, -3.1448], [-11.9463, -0.5433, -3.8317], [-8.2841, -1.7741, -3.7143], [-8.2650, -0.0207, -3.8323], [-6.2231, -1.8629, -5.1971], [-6.1520, -0.9922, -3.5822], [-4.5254, 1.0243, -6.2861], [-4.5856, -0.6583, -6.3179], [-4.1647, 0.1665, -4.8107], [-0.9690, -4.4613, 3.4660], [-0.5984, -2.9669, 3.6039], [-1.5729, -2.0403, 4.3803], [-2.0075, -2.6974, 5.6654], [-0.9217, -0.6712, 4.5989], [-0.0890, -0.5277, 5.8489], [-2.7736, -1.9669, 3.4875], [-4.1016, -1.3619, 4.0436], [-3.7900, -0.0516, 4.3691], [-4.7116, 0.8821, 3.8481], [-1.0597, -4.9500, 4.4249], [-0.2247, -4.9529, 2.8849], [-1.8643, -4.5943, 2.8786], [-0.5138, -2.4484, 2.6367], [0.3678, -2.7702, 4.1417], [-2.5504, -3.5833, 5.4461], [-2.6911, -1.9671, 6.2315], [-1.0680, -2.8937, 6.2670], [-1.7586, 0.0328, 4.5963], [-0.3749, -0.4601, 3.6538], [0.4297, 0.4779, 5.8559], [0.7256, -1.2431, 5.6934], [-0.5931, -0.6397, 6.8551], [-2.9348, -3.0164, 3.2449], [-2.5747, -1.3688, 2.6179], [-4.4621, -1.8998, 4.9492], [-4.9248, -1.5641, 3.3177], [-4.4214, 1.9298, 4.2450], [-5.7303, 0.6469, 4.3037], [-4.6858, 0.8448, 2.7518], [0.3823, -7.3208, -5.0092], [0.4340, -5.9141, -4.5528], [-0.2448, -5.5128, -3.3456], [-1.6871, -5.6953, -3.4319], [0.2863, -6.3015, -2.1913], [-0.1060, -5.9110, -0.8177], [0.0582, -4.0458, -3.1459], [-0.0239, -3.0836, -4.3149], [-1.3793, -2.8784, -4.6878], [-2.1951, -2.0401, -3.9330], [0.8452, -7.3650, -6.0079], [-0.6499, -7.6208, -5.1885], [0.9003, -8.0376, -4.3762], [-0.0165, -5.3772, -5.3759], [1.4646, -5.5486, -4.3404], [-2.0261, -5.3770, -4.4367], [-2.1660, -5.1650, -2.6581], [-1.7946, -6.7774, -3.3802], [1.3723, -6.2824, -2.3034], [-0.0836, -7.3020, -2.2908], [-1.1412, -5.5766, -0.7151], [0.4430, -5.0905, -0.4579], [0.1597, -6.7210, -0.1699], [1.0400, -4.0105, -2.6642], [-0.6857, -3.7078, -2.4654], [0.4948, -3.4594, -5.2573], [0.5223, -2.1096, -4.1244], [-3.1453, -1.7976, -4.4379], [-1.6391, -1.1179, -3.6382], [-2.4690, -2.5922, -3.0241], [-3.3643, -1.4307, -0.1793], [-2.8144, -2.9053, -0.1169], [-3.2807, -3.5612, 1.0732], [-1.4358, -2.9780, -0.4519], [-3.4774, -3.6832, -1.2961], [-4.7066, -0.7145, -0.3659], [-4.6628, 0.5563, 0.2881], [-5.9022, -1.4966, -0.3820], [-4.6376, -0.3035, -1.9343], [0.1421, 2.3979, -0.1813], [-0.4457, 0.9322, -0.0236], [0.4911, -0.0071, 0.4310], [-1.2011, 0.7064, -1.2174], [-1.5535, 1.0900, 0.9984], [1.0879, 3.1229, 0.8342], [1.3455, 4.4020, 0.2106], [2.2617, 2.4117, 1.2858], [0.1857, 3.2566, 2.1914], [3.3778, -4.2502, -3.1710], [3.8388, -2.7424, -3.3317], [5.2386, -2.4888, -3.2138], [3.0161, -1.9002, -2.5252], [3.3828, -2.4347, -4.7739], [4.2525, -5.2990, -2.3993], [3.5921, -6.5266, -2.1604], [5.0326, -4.7564, -1.3343], [5.3468, -5.6044, -3.4961], [8.5718, 0.7635, 4.2096], [8.2674, -0.7653, 4.0572], [9.4650, -1.4907, 3.8368], [7.0171, -1.0734, 3.3802], [7.9635, -1.2552, 5.5167], [7.4329, 1.8998, 3.8842], [6.9068, 2.0870, 2.5940], [7.7864, 3.0259, 4.6901], [6.1087, 1.3642, 4.6206]], "forces_ev_per_angstrom": [[0.45, -0.96, -1.42], [0.98, 0.42, 1.37], [-1.61, -0.86, 2.05], [0.72, 1.75, -2.47], [-0.37, 0.92, -0.54], [-0.72, 0.56, -0.48], [0.57, -1.85, -0.34], [-1.00, -0.96, 0.48], [0.74, 0.86, 2.39], [-1.32, 1.07, -0.21], [-0.01, 1.13, -0.08], [0.40, 0.14, 0.25], [-0.08, 0.07, -0.13], [-0.26, -0.12, -0.33], [0.71, -0.82, 0.30], [-1.03, -0.10, 0.29], [-0.39, -0.42, 0.07], [0.16, -0.30, 0.31], [1.18, -0.71, 0.93], [0.34, 0.27, -0.27], [0.59, -0.53, -0.39], [0.29, -0.55, 0.21], [-1.19, 0.12, 0.25], [0.30, 0.50, -0.44], [-0.52, 0.38, 0.16], [0.03, 0.21, -0.22], [0.44, 0.46, -0.50], [0.13, -0.50, -0.47], [-0.11, -0.71, -0.30], [0.60, 0.38, -0.39], [0.81, -0.30, 0.25], [-0.31, -0.85, -0.54], [0.41, 0.75, -0.22], [-0.07, -1.52, -1.89], [2.04, -0.89, -0.19], [1.47, 0.65, -0.31], [1.15, -0.71, -0.13], [0.53, 2.22, -1.46], [-0.48, 0.04, 1.79], [1.09, 0.71, 0.31], [0.00, 0.54, 0.46], [-0.39, -0.58, -0.45], [0.39, 0.25, 0.36], [-0.29, 0.41, 0.15], [-0.40, 0.36, -0.14], [0.28, 0.88, -0.46], [-0.36, 0.73, 1.16], [0.80, -0.82, 1.38], [-0.84, -0.19, -0.41], [-1.07, 0.71, 0.55], [-1.08, -0.58, -0.46], [-0.40, 0.84, 0.15], [-0.19, -1.16, 0.79], [-0.98, 0.31, -0.30], [-0.47, -0.04, 0.31], [-0.39, -0.07, -0.04], [-0.24, -0.43, -0.70], [-1.15, -0.66, -0.61], [0.69, -0.60, -0.12], [-0.61, 0.13, 0.41], [-2.20, -0.61, -1.03], [1.35, -0.15, 0.80], [-1.85, 0.63, -0.60], [0.59, -0.22, 0.12], [0.35, -1.60, 0.98], [0.55, -1.81, 1.74], [-0.17, 0.32, 0.23], [0.59, 0.07, 1.53], [0.32, -0.84, -2.16], [-0.63, 1.70, 1.27], [0.54, 0.32, 0.32], [0.67, 0.58, -0.09], [0.17, -0.04, 0.23], [0.15, 0.01, 0.14], [0.20, -1.31, 0.65], [-0.37, 0.10, 0.43], [-0.12, -0.06, -0.81], [-0.30, 0.69, 0.25], [0.49, 1.11, -1.87], [0.41, 0.83, 0.75], [-0.35, -1.05, -1.18], [-1.61, 2.04, 0.11], [0.04, 0.61, -0.54], [0.33, 0.24, 0.54], [0.58, -0.74, 0.30], [-0.56, 0.41, -0.26], [-0.19, 0.26, -0.93], [1.03, -0.36, -0.53], [-0.24, 0.61, -0.70], [-0.31, -1.18, 0.09], [-0.46, -0.85, -1.47], [2.38, -2.82, 1.41], [-0.86, -0.81, -0.53], [2.70, 0.69, 0.27], [0.85, -0.74, 1.42], [-1.08, 0.79, 0.51], [0.44, 0.55, 0.30], [0.09, 0.29, 0.25], [-0.85, -0.23, 0.52], [-0.11, -1.89, 1.98], [0.40, 0.13, -0.07], [-0.51, 0.48, 0.65], [-0.18, 0.49, 0.26], [-1.02, -0.05, 0.38], [0.11, 1.70, -1.08], [-0.21, 0.40, -0.71], [-0.71, 0.09, -0.11], [-0.87, 0.51, 0.53], [-0.44, 0.53, -0.51], [-0.52, -0.04, 0.69], [-0.05, -1.01, 0.01], [0.31, -0.54, -0.94], [0.44, 0.59, -0.47], [-0.26, 0.10, -0.53], [-0.10, -0.01, -0.10], [-0.06, 0.22, 0.39], [0.08, 0.08, -1.21], [0.14, 2.13, -1.11], [0.37, -0.81, -0.42], [-0.06, 0.07, -0.24], [-0.35, 1.45, 0.35], [0.96, 0.85, 0.67], [-0.38, -0.78, 0.13], [1.01, 2.21, 1.43], [-1.18, 0.75, -0.66], [1.10, 0.40, 0.27], [-1.90, -0.46, 0.47], [0.93, -1.87, 0.62], [-0.32, 0.74, 0.05], [-0.91, 1.53, 1.35], [0.04, -0.18, 0.19], [0.95, -0.26, -0.26], [-0.44, 0.03, 0.00], [-0.02, -0.44, 0.12], [-0.72, -0.69, -0.53], [-0.31, -0.74, -0.19], [1.18, -1.10, -0.83], [-1.31, 0.04, -0.62], [0.16, -0.24, 0.09], [0.00, -0.23, 0.71], [-0.78, -0.99, -0.17], [0.10, -0.03, 0.90], [0.41, -0.06, -1.39], [-0.26, 0.42, -0.43], [0.64, 0.03, -0.52], [0.28, 0.21, -0.31], [0.76, 0.70, -0.01], [-0.34, -1.74, -0.80], [0.97, 0.41, -0.94], [-0.34, 0.19, 0.23], [0.00, -1.16, -0.41], [1.87, 0.49, -1.13], [-0.56, 1.19, 0.77], [-0.13, -1.34, -2.01], [0.81, -0.27, -0.26], [-0.79, 0.92, 0.20], [0.95, 0.59, 0.63], [0.62, 0.29, -1.61], [0.25, -0.53, -1.78], [0.36, 0.40, 1.57], [0.03, 0.07, 0.43], [-0.06, -0.27, 0.18], [-0.10, -0.05, 0.06], [0.09, 0.63, 0.05], [-0.38, -0.38, -0.78], [0.07, 0.12, 0.72], [-0.69, 0.37, 0.80], [-0.73, 0.07, 0.22], [-0.06, -0.21, 0.05], [0.02, -0.65, -0.74], [-0.08, -0.61, 0.09], [0.91, 1.29, 0.35], [-0.28, -0.62, 0.40], [-0.11, 0.15, -0.20], [-0.31, 0.26, 0.94], [-0.69, 0.38, 1.25], [-0.69, -1.01, 0.48], [0.70, -0.19, -0.23], [-0.57, -0.39, -0.14], [-0.11, 0.54, 0.09], [1.33, -1.12, -0.07], [-1.11, 1.23, 1.32], [0.28, -0.22, -0.53], [0.37, 0.30, 0.19], [-0.82, -0.34, -0.59], [-0.40, 0.69, -1.03], [-0.21, -0.44, 0.11], [0.11, -0.25, 0.54], [0.30, 0.01, 0.11], [-0.33, 0.21, 0.81], [-0.20, 1.29, -3.77], [0.75, -1.33, 1.18], [0.51, -0.34, -0.04], [-1.06, 0.09, 2.28], [1.56, -0.82, -1.08], [-0.52, 0.00, 1.50], [-1.10, 0.36, 0.20], [0.53, 0.49, -1.00], [-0.60, -0.42, -0.24], [0.95, 0.43, 2.32], [-0.23, -0.49, -0.88], [-0.93, 0.22, -0.01], [-0.06, -0.25, -0.90], [2.09, 1.13, -0.54], [-1.07, -0.49, -0.29], [-0.26, 0.27, 0.47], [-0.13, -0.42, 0.01], [-1.82, 1.83, -0.93], [-0.28, -1.01, 0.10], [0.04, 0.13, -1.09], [1.09, 0.29, 0.19], [-0.66, 0.49, 0.79], [1.68, -2.54, 3.22], [0.33, 0.13, -1.89], [0.13, 0.46, -0.48], [0.07, -0.43, 0.44]]}